1.
Entry from the OMol25 dataset: a molecular structure, C6H11NS in a non-equilibrium geometry (ωB97M-V/def2-TZVPD).

The value obtained for the total energy is -688.0043 Ha. The max |F| is 7.48 eV/A. The value obtained for the HOMO-LUMO gap is 9.1 eV. The value obtained for the molar mass is 129.2 Da.

The geometry in ORCA input format:
```
! wB97M-V def2-TZVPD RIJCOSX def2/J DEFGRID3
* xyz 0 1
C -1.77469 -0.21589 -0.55571
C -1.92479 -1.02189 0.70120
C -0.54717 -0.34450 0.24764
C 0.27087 0.70812 1.09936
C 1.25422 1.28791 0.31121
C 0.65890 -1.25534 -0.05310
H -1.47866 1.72886 -1.09897
H -3.17785 1.20221 -1.42793
H -2.00181 -1.15893 -1.35830
H -2.58369 -0.65392 1.48735
H -1.89710 -2.05382 0.43146
H 0.74927 0.22469 1.81518
H -0.50180 1.45682 1.49110
H 0.76824 1.84939 -0.44808
H 2.07099 1.95373 0.61139
H 0.99321 -1.81051 0.70806
H 0.54903 -1.88334 -0.97912
N -2.20868 1.10591 -0.60182
S 2.14668 -0.22168 -0.47019
*
```

---

2.
Entry from the OMol25 dataset: a single C6H11NS molecule in a non-equilibrium geometry (ωB97M-V/def2-TZVPD).

The value obtained for the total energy is -688.1159 Ha. The max |F| is 2.54 eV/A. The value obtained for the HOMO-LUMO gap is 9.8 eV. The value obtained for the molar mass is 129.2 Da. As for the structure (SMILES): S[C@@H]1[C@@H]2CCC[C@H]1N2.

The geometry in ORCA input format:
```
! wB97M-V def2-TZVPD RIJCOSX def2/J DEFGRID3
* xyz 0 1
S 2.02231 1.28294 0.59900
C 0.44523 0.60688 1.16502
C 0.10982 -0.91623 0.99364
C 0.48059 -1.41668 -0.41349
C 0.21351 -0.31832 -1.47063
C -0.79673 0.81181 -1.06553
C -0.88348 0.83236 0.46353
N -1.34415 -0.44831 1.01741
H 2.40871 2.00607 1.65844
H 0.36325 0.89921 2.20109
H 0.32206 -1.55818 1.82596
H 1.49177 -1.78479 -0.53668
H -0.19445 -2.23731 -0.61612
H 1.18470 0.06754 -1.71098
H -0.16906 -0.74176 -2.42184
H -1.78576 0.58904 -1.52342
H -0.33713 1.70338 -1.37062
H -1.58491 1.58054 0.81813
H -1.94627 -0.95819 0.38710
*
```

---

3.
Entry from the OMol25 dataset: a single C6H11NSi molecule in a non-equilibrium geometry (ωB97M-V/def2-TZVPD).

The value obtained for the total energy is -579.3832 Ha. The max |F| is 2.58 eV/A. The value obtained for the HOMO-LUMO gap is 7.6 eV. The value obtained for the molar mass is 125.2 Da. As for the structure (SMILES): C=C=C=N[Si](C)(C)C.

The geometry in ORCA input format:
```
! wB97M-V def2-TZVPD RIJCOSX def2/J DEFGRID3
* xyz 0 1
C -1.64020 0.43455 -4.38178
C -1.08386 0.03604 -3.26358
C -0.52673 0.05293 -2.05995
N -0.10566 0.11134 -0.93410
Si 0.38135 0.06599 0.89072
C 0.12218 -1.80784 1.32554
C -0.75699 0.93673 2.21803
C 2.17902 0.55143 1.04445
H -1.23803 1.25235 -4.96430
H -2.44542 -0.06751 -4.78462
H 1.13750 -2.31401 1.29850
H -0.54585 -2.07307 2.21952
H -0.43306 -2.27753 0.48434
H -0.29293 1.90720 2.48071
H -1.85418 0.94185 1.96353
H -0.69336 0.29238 3.13599
H 2.40102 1.27072 1.83264
H 2.82118 -0.35988 1.33896
H 2.57402 1.04632 0.15543
*
```

---

4.
Entry from the OMol25 dataset: 2 unconnected molecules or ions with the total composition C6H11O in a non-equilibrium geometry (ωB97M-V/def2-TZVPD).

The value obtained for the total energy is -310.2371 Ha. The max |F| is 5.68 eV/A. The value obtained for the HOMO-LUMO gap is 5.3 eV. The value obtained for the molar mass is 99.2 Da.

The geometry in ORCA input format:
```
! wB97M-V def2-TZVPD RIJCOSX def2/J DEFGRID3
* xyz -1 1
C -0.60062 1.86926 0.80528
O -1.46724 2.98975 0.73714
C -1.31776 0.58636 0.28306
C -0.51759 -0.66939 0.31448
C 0.67276 -0.57064 -0.72172
C 2.42609 -2.38928 -0.80996
C 1.07147 -2.03616 -0.96353
H 0.33823 2.11374 0.25201
H -0.28644 1.64960 1.90138
H -1.57944 0.86465 -0.73585
H -2.23028 0.64641 0.89699
H -1.08625 -1.60070 0.05266
H -0.22068 -0.73692 1.38264
H 1.43548 0.15532 -0.34401
H 0.18783 -0.12802 -1.60080
H 1.97698 -1.63393 0.61761
H 2.62032 -3.41716 -0.45756
H 0.17611 -2.57180 -1.30787
*
```

---

5.
Entry from the OMol25 dataset: a gas-phase ion, C6H11O (charge -1) in a non-equilibrium geometry (ωB97M-V/def2-TZVPD).

The value obtained for the total energy is -310.3989 Ha. The max |F| is 2.15 eV/A. The value obtained for the HOMO-LUMO gap is 5.7 eV. The value obtained for the molar mass is 99.2 Da. As for the structure (SMILES): C=C(C)CCC[O-].

The geometry in ORCA input format:
```
! wB97M-V def2-TZVPD RIJCOSX def2/J DEFGRID3
* xyz -1 1
C -0.49394 1.95200 -0.99887
C 0.02021 1.46002 0.14209
C -0.43574 1.90683 1.49661
C 1.10323 0.39937 0.02542
C 0.64175 -1.01300 0.40609
C -0.44360 -1.67769 -0.53988
O -0.25805 -2.99108 -0.74176
H -1.35363 2.61346 -0.96566
H -0.10653 1.77360 -1.99867
H -0.70658 2.96201 1.37793
H -1.34001 1.35510 1.77846
H 0.23578 1.68972 2.33220
H 1.92450 0.69329 0.70972
H 1.56312 0.35765 -0.97615
H 0.23349 -0.99588 1.42737
H 1.37384 -1.81434 0.49345
H -0.33647 -1.04473 -1.48881
H -1.43689 -1.46500 -0.11075
*
```

---

6.
Entry from the OMol25 dataset: a single C6H12 molecule (ωB97M-V/def2-TZVPD).

The value obtained for the total energy is -235.7766 Ha. The max |F| is 0.34 eV/A. The value obtained for the HOMO-LUMO gap is 11.3 eV. The value obtained for the molar mass is 84.2 Da. As for the structure (SMILES): CCCC1CC1.

The geometry in ORCA input format:
```
! wB97M-V def2-TZVPD RIJCOSX def2/J DEFGRID3
* xyz 0 1
C -2.26262 0.90050 0.69110
C -0.96965 0.65235 -0.08694
C -0.48369 -0.80882 -0.02423
C 0.97798 -1.04532 -0.38119
C 1.81344 0.02658 -1.01102
C 2.05216 -0.37518 0.41962
H -3.08610 0.27065 0.33927
H -2.59186 1.94253 0.59865
H -2.12265 0.68886 1.75632
H -0.20605 1.33319 0.31115
H -1.11890 0.95970 -1.13107
H -0.61926 -1.19340 0.99602
H -1.11491 -1.41437 -0.68936
H 1.22705 -2.05850 -0.69160
H 1.36170 1.00000 -1.18204
H 2.50019 -0.27679 -1.79441
H 1.68666 0.31041 1.17972
H 2.95649 -0.91237 0.70002
*
```

---

7.
Entry from the OMol25 dataset: a single C6H12 molecule in a non-equilibrium geometry (ωB97M-V/def2-TZVPD).

The value obtained for the total energy is -235.6438 Ha. The max |F| is 4.18 eV/A. The value obtained for the HOMO-LUMO gap is 8.3 eV. The value obtained for the molar mass is 84.2 Da. As for the structure (SMILES): C=C(CC)CC.

The geometry in ORCA input format:
```
! wB97M-V def2-TZVPD RIJCOSX def2/J DEFGRID3
* xyz 0 1
C -1.29825 -0.85441 1.56114
C -0.54282 -0.24615 0.58566
C 0.48665 0.82329 1.04127
C 0.49111 2.06830 0.26044
C -0.74766 -0.70954 -0.93974
C 0.54958 -1.31862 -1.52271
H -0.69210 -1.64077 2.20295
H -2.38341 -0.83029 1.28065
H 1.50564 0.43928 0.84125
H 0.75122 0.88377 2.13505
H 1.20299 2.79596 0.67792
H -0.36122 2.66471 -0.00517
H 0.85099 1.76257 -0.78611
H -0.99736 0.25520 -1.33179
H -1.53544 -1.41491 -1.18459
H 0.92932 -2.16686 -0.90581
H 1.36289 -0.66352 -1.35655
H 0.42788 -1.84803 -2.55386
*
```

---

8.
Entry from the OMol25 dataset: a single C6H12 molecule in a non-equilibrium geometry (ωB97M-V/def2-TZVPD).

The value obtained for the total energy is -235.7694 Ha. The max |F| is 1.38 eV/A. The value obtained for the HOMO-LUMO gap is 11.3 eV. The value obtained for the molar mass is 84.2 Da. As for the structure (SMILES): CC1(C)CCC1.

The geometry in ORCA input format:
```
! wB97M-V def2-TZVPD RIJCOSX def2/J DEFGRID3
* xyz 0 1
C -1.21694 -1.10661 0.42229
C -0.34949 0.06739 -0.03152
C -1.25064 1.15623 -0.63339
C 0.76641 0.54705 0.98558
C 1.79352 -0.29122 0.26180
C 0.83748 -0.36831 -0.97159
H -1.79164 -1.52607 -0.41678
H -0.61295 -1.91298 0.84976
H -1.94146 -0.78469 1.18047
H -1.82260 0.76712 -1.48978
H -0.67244 2.01142 -1.00336
H -1.98302 1.53290 0.09182
H 0.93855 1.61273 0.80062
H 0.92301 0.40417 2.06200
H 1.88853 -1.29371 0.69056
H 2.76763 0.18372 0.42059
H 0.71645 -1.35552 -1.44279
H 1.00960 0.35636 -1.77626
*
```

---

9.
Entry from the OMol25 dataset: 2 unconnected molecules or ions with the total composition C6H12 (ωB97M-V/def2-TZVPD).

The value obtained for the total energy is -235.7432 Ha. The max |F| is 0.29 eV/A. The value obtained for the HOMO-LUMO gap is 10.5 eV. The value obtained for the molar mass is 84.2 Da. As for the structure (SMILES): C=CCC.C=C.

The geometry in ORCA input format:
```
! wB97M-V def2-TZVPD RIJCOSX def2/J DEFGRID3
* xyz 0 1
C -2.20171 -0.19493 -0.78686
C -0.89001 0.02855 -0.81897
C 0.16865 -1.04569 -0.84860
C 1.52987 -0.55205 -1.33829
H -2.91787 0.61610 -0.68588
H -2.60700 -1.20425 -0.82843
H -0.52721 1.05431 -0.76021
H -0.17386 -1.88925 -1.46062
H 0.28481 -1.43655 0.17219
H 1.44482 -0.01180 -2.28720
H 1.98215 0.13015 -0.60866
H 2.22383 -1.38580 -1.48845
C -0.36451 0.94019 2.10738
C 0.93090 1.02735 1.82371
H -0.83726 -0.00899 2.34642
H -1.01650 1.80973 2.08279
H 1.57447 0.15039 1.82446
H 1.39643 1.97254 1.55523
*
```

---

10.
Entry from the OMol25 dataset: a single C6H12 molecule (ωB97M-V/def2-TZVPD).

The value obtained for the total energy is -235.7787 Ha. The max |F| is 0.23 eV/A. The value obtained for the HOMO-LUMO gap is 11.4 eV. The value obtained for the molar mass is 84.2 Da. As for the structure (SMILES): CCCC1CC1.

The geometry in ORCA input format:
```
! wB97M-V def2-TZVPD RIJCOSX def2/J DEFGRID3
* xyz 0 1
C 0.04899 1.79607 1.79931
C 0.17862 0.48517 1.03144
C 0.36638 0.70821 -0.47229
C 0.21510 -0.52888 -1.34748
C 0.27828 -1.92523 -0.79051
C -1.03222 -1.36087 -1.26813
H 0.91321 2.44652 1.62077
H -0.02090 1.61713 2.87753
H -0.85118 2.33705 1.48585
H -0.71559 -0.12344 1.22437
H 1.02974 -0.08345 1.42674
H -0.34887 1.47257 -0.81440
H 1.36195 1.14055 -0.63996
H 0.64078 -0.40975 -2.34320
H 0.41729 -2.04287 0.28044
H 0.75570 -2.70654 -1.37571
H -1.76057 -1.08364 -0.50921
H -1.47671 -1.73860 -2.18558
*
```